[1]
This record from OMol25 describes 2 unconnected molecules or ions with the total composition C5H10OS2 in a non-equilibrium geometry. The level of theory is ωB97M-V/def2-TZVPD.

Last column: Löwdin charge in e.
CARTESIAN COORDINATES (ANGSTROEM)
C (0.197, 2.931, -0.224)  0.10
C (-0.435, 0.136, -1.487)  -0.37
C (0.710, 0.437, -0.700)  -0.58
C (1.533, -2.135, 0.235)  -0.36
C (-1.408, 0.526, 1.274)  -0.24
O (-1.474, -1.934, 0.035)  -0.56
S (1.753, -0.319, 0.232)  0.92
S (-1.838, -0.522, -0.255)  0.92
H (0.966, 3.311, -0.879)  -0.09
H (0.891, 2.828, 0.602)  -0.09
H (-0.867, 0.972, -1.984)  0.05
H (-0.564, -0.661, -2.198)  0.08
H (0.493, -2.319, -0.152)  0.01
H (1.558, -2.663, 1.283)  0.08
H (2.407, -2.501, -0.436)  0.06
H (-1.476, 1.610, 1.122)  0.02
H (-2.053, 0.145, 2.136)  0.08
H (-0.394, 0.159, 1.396)  -0.02

M = 150.3 g mol⁻¹
strongest force on any atom = 2.36 eV/A
HOMO-LUMO gap (spin up / spin down) = 7.732 / 7.731 eV
lowest unoccupied orbital energy (spin up / spin down) = -0.7557 / -0.7559 eV
total charge = 0

***

[2]
This record from OMol25 describes C4H7NO2 in the gas phase. The level of theory is ωB97M-V/def2-TZVPD.

Last column: Löwdin charge in e.
CARTESIAN COORDINATES (ANGSTROEM)
C (0.423, 0.963, 1.728)  0.00
C (-0.225, 0.197, 0.599)  -0.41
O (-0.628, 1.142, -0.407)  -0.13
C (-1.645, 0.754, -1.142)  0.08
C (0.398, -1.215, -1.226)  -0.29
N (0.817, -2.317, -1.656)  0.13
O (0.711, -0.684, 0.004)  -0.01
H (0.806, 0.284, 2.494)  0.09
H (-0.319, 1.627, 2.184)  0.09
H (1.243, 1.572, 1.339)  0.09
H (-1.114, -0.366, 0.901)  0.15
H (-0.284, -0.591, -1.815)  0.09
H (-1.599, 1.479, -1.990)  0.04
H (1.414, -2.845, -1.016)  0.06

M = 101.1 g mol⁻¹
strongest force on any atom = 0.67 eV/A
HOMO-LUMO gap = 9.372 eV
lowest unoccupied orbital energy = 0.2191 eV
total charge = 0

***

[3]
This record from OMol25 describes CH3Cl2 in the gas phase in a non-equilibrium geometry. The level of theory is ωB97M-V/def2-TZVPD.

Last column: Löwdin charge in e.
CARTESIAN COORDINATES (ANGSTROEM)
Cl (-0.894, -0.204, -0.052)  0.39
Cl (-3.199, -0.731, -0.184)  0.00
C (0.778, 0.177, 0.046)  -0.52
H (1.058, 0.707, -0.888)  0.04
H (1.334, -0.775, 0.147)  0.04
H (0.923, 0.825, 0.932)  0.04

M = 85.9 g mol⁻¹
strongest force on any atom = 2.29 eV/A
2S+1 = 2
HOMO-LUMO gap (spin up / spin down) = 11.703 / 7.307 eV
lowest unoccupied orbital energy (spin up / spin down) = 0.9314 / -3.2245 eV
total charge = 0
⟨S²⟩ = 0.7540

***

Record-wise energy above the lowest of the compared OMol25 structures with the same formula, charge and spin values, in kcal per mole: 187.93 103.78 7.39